Density functional theory data (ωB97M-V with the def2-TZVPD basis set) for H3N3O2 in the gas phase in a non-equilibrium geometry.

Summary:
SMILES: N/[N+]([O-])=N/O
Orbital gap: 0.387 Ha
HOMO energy: -9.44 eV
Relative energy (zero: lowest compared OMol25 entry of this formula, charge and spin): 79.7 kJ/mol

```
! wB97M-V def2-TZVPD RIJCOSX def2/J DEFGRID3
* xyz 0 1
N 1.20594 0.62943 -0.09918
N -0.87172 0.27045 -0.13609
N 0.37974 -0.22535 -0.20843
O 0.51060 -1.42744 -0.05728
O 2.46935 0.22443 -0.00207
H -1.00474 1.23122 -0.36565
H -1.61878 -0.28729 -0.38767
H 2.58924 -0.74404 0.02681
*
```

These are the Mulliken partial charges, in e, on atoms 1 to 2: -0.39 -0.51